The following is a DFT calculation (wB97M-V/def2-TZVPD) of a structure of composition C43H36ClN2P2PtS in a non-equilibrium geometry.

The geometry in ORCA input format:
```
! wB97M-V def2-TZVPD RIJCOSX def2/J DEFGRID3
* xyz 1 1
Pt 0.24254 -0.16923 -0.12574
Cl 0.89122 -2.80726 -0.73801
C 1.00476 -3.65293 0.77186
C 1.08066 -5.03515 0.73396
C 1.28764 -5.72963 1.91229
C 1.44768 -5.04023 3.10589
C 1.35768 -3.65825 3.12760
C 1.08433 -2.93683 1.96473
P 0.83262 -1.11299 2.02100
C 2.10652 -0.62756 3.23366
C 1.86902 -0.57612 4.60376
C 2.88740 -0.19781 5.47305
C 4.13483 0.14804 4.97568
C 4.37364 0.10020 3.60761
C 3.36781 -0.29146 2.74253
C -0.76376 -0.92356 2.94564
C -1.20729 -1.83352 3.91130
C -2.41393 -1.64282 4.56863
C -3.20965 -0.54546 4.27229
C -2.78254 0.37098 3.32146
C -1.57417 0.17797 2.66128
H 1.00288 -5.55351 -0.21371
H 1.35614 -6.81046 1.89244
H 1.64880 -5.58237 4.02135
H 1.52898 -3.12947 4.05502
H 0.89460 -0.82396 5.00468
H 2.69623 -0.16575 6.53907
H 4.91966 0.46367 5.65238
H 5.34140 0.38829 3.21603
H 3.54927 -0.31205 1.67328
H -0.62308 -2.71274 4.14305
H -2.73876 -2.36043 5.31301
H -4.16161 -0.41108 4.77278
H -3.38989 1.23320 3.07093
H -1.25861 0.89810 1.91888
C -3.02545 -0.88421 -6.20559
C -1.76603 -0.36143 -5.94084
C -1.29638 -0.32415 -4.63718
C -2.09242 -0.80641 -3.59926
C -3.35600 -1.32481 -3.85966
C -3.81876 -1.35754 -5.16804
P -1.47956 -0.69273 -1.89642
C -2.45914 -1.88510 -0.93132
C -3.25178 -1.48852 0.13794
C -3.89287 -2.44145 0.92056
C -3.73921 -3.79169 0.64185
C -2.96153 -4.19430 -0.43931
C -2.32654 -3.24463 -1.22464
C -1.94404 0.95661 -1.33666
C -3.03183 1.75197 -1.66148
C -3.05964 3.05782 -1.19401
C -1.98234 3.55352 -0.46837
C -0.87997 2.75253 -0.16629
C -0.87643 1.43821 -0.59512
H -3.38858 -0.92843 -7.22549
H -1.14940 0.00885 -6.74951
H -0.31446 0.08182 -4.42270
H -3.97588 -1.69678 -3.05390
H -4.80236 -1.75784 -5.37744
H -3.38706 -0.43376 0.34459
H -4.51895 -2.12435 1.74584
H -4.23527 -4.53290 1.25769
H -2.85431 -5.24717 -0.66943
H -1.73967 -3.55702 -2.08200
H -3.84102 1.35615 -2.26434
H -3.90994 3.69467 -1.40505
H -1.99370 4.57900 -0.12030
H -0.04930 3.16613 0.38405
N 0.33422 2.49485 4.43011
C 1.10189 3.11691 3.50898
S 1.48822 2.34482 2.06617
N 1.46214 4.37299 3.87371
C 2.30232 5.36567 3.29528
C 2.34894 6.57690 3.98427
C 3.16118 7.60686 3.54651
C 3.93899 7.44763 2.40799
C 3.88740 6.24596 1.71924
C 3.07552 5.20099 2.15097
H 0.02399 1.55739 4.25136
H 0.10424 2.91789 5.31289
H 1.08263 4.67777 4.75560
H 1.74417 6.71439 4.87560
H 3.19511 8.53536 4.10253
H 4.57949 8.25078 2.06648
H 4.49492 6.10176 0.83339
H 3.05712 4.27423 1.60295
*
```

Properties
HOMO level: -10.213 eV
E: -93332.4651 eV
largest force on an atom: 0.0590 Eh/bohr
HOMO-LUMO gap: 6.4 eV